# 1
DFT (ωB97M-V with the def2-TZVPD basis set) results for C3H7NO in the gas phase.

Cartesian coordinates (Å):
C1 1.4100 0.0143 -0.3676
C2 -0.0069 -0.0355 -0.9214
N1 -1.0495 -0.2359 0.0933
C3 -1.0909 0.1691 1.3842
O1 -0.2314 0.7861 1.9814
H1 2.0489 0.5935 -1.0412
H2 1.8105 -0.9980 -0.2648
H3 1.4129 0.4857 0.6211
H4 -0.1004 -0.8828 -1.6097
H5 -0.2472 0.8601 -1.5095
H6 -1.9232 -0.6039 -0.2458
H7 -2.0329 -0.1528 1.8801

## Properties
LUMO energy ... 0.827 eV
Kohn-Sham gap ... 10.5 eV
Electronic energy ... -248.50271 hartree
Relative energy (zero: lowest compared OMol25 entry of this formula, charge and spin) ... 14.92 kcal per mole
SMILES string ... CCNC=O

***

# 2
DFT (ωB97M-V with the def2-TZVPD basis set) results for C7H9N3O2 in the gas phase.

Cartesian coordinates (Å):
C1 -3.1748 0.0073 0.8473
C2 -3.4882 -0.5691 -0.3527
C3 -0.2978 -0.0641 -0.1114
C4 1.9649 -0.5655 0.9280
C5 1.9928 0.9188 0.7592
C6 1.1493 0.0421 -0.2304
C7 1.6201 0.1526 -1.6902
N1 -2.0446 0.1747 1.5250
N2 -0.8233 0.2595 1.1424
N3 -1.2757 -0.4228 -0.9921
O1 -4.0224 -1.0452 -1.2751
O2 -1.1037 -0.7771 -2.1665
H1 -4.0368 0.1982 1.5341
H2 2.8884 -1.0490 0.8676
H3 1.4117 -1.0320 1.7503
H4 1.4968 1.5672 1.3644
H5 2.9019 1.1893 0.2788
H6 2.6688 0.4430 -1.6551
H7 0.8525 1.0046 -2.2055
H8 1.5098 -0.7706 -2.3020
H9 -0.1897 0.3380 1.9837

## Properties
LUMO energy (spin up / spin down) ... -0.584 / -0.587 eV
Kohn-Sham gap (spin up / spin down) ... 7.1 / 7.1 eV
Electronic energy ... -586.64457 hartree
Relative energy (zero: lowest compared OMol25 entry of this formula, charge and spin) ... 173.09 kcal per mole

***

# 3
DFT (ωB97M-V with the def2-TZVPD basis set) results for 11 unconnected molecules or ions with the total composition C57H145N11O15.

Cartesian coordinates (Å):
C1 16.4573 17.3474 -19.7241
C2 16.4531 18.7313 -19.1040
C3 15.1357 19.1847 -18.4033
C4 17.6282 18.8032 -18.1158
C5 18.4122 20.1673 -17.9222
C6 18.5715 20.9473 -19.1664
C7 17.3080 21.1232 -20.0017
C8 16.3266 22.1072 -19.3342
C9 17.7483 21.6518 -21.4266
N1 16.6865 19.7706 -20.2168
O1 15.7074 19.7486 -21.1838
H1 15.6090 17.2419 -20.4004
H2 17.3682 17.1619 -20.2933
H3 16.5171 16.5785 -18.9538
H4 15.2885 19.7789 -17.5024
H5 14.4944 19.8905 -18.9312
H6 14.5445 18.3871 -17.9532
H7 17.3308 18.4266 -17.1371
H8 18.3765 18.0831 -18.4469
H9 17.8226 20.8070 -17.2654
H10 19.3229 20.1422 -17.3237
H11 19.3534 20.4331 -19.7254
H12 18.9722 21.9160 -18.8679
H13 15.3104 22.1961 -19.7183
H14 16.6563 23.1458 -19.3619
H15 16.1757 21.7512 -18.3151
H16 18.2401 20.9697 -22.1202
H17 18.2941 22.5891 -21.3186
H18 16.7942 21.9303 -21.8739
H19 16.2032 19.4257 -21.9398
C10 20.9986 19.9360 -7.3164
O2 21.0361 19.0002 -8.4007
C11 19.8265 18.8383 -9.1590
C12 19.9891 17.8657 -10.3048
C13 20.1623 16.4572 -9.7540
N2 21.1852 18.1822 -11.0177
H20 21.0109 20.9369 -7.7478
H21 21.9767 19.9138 -6.8359
H22 20.2098 19.9897 -6.5660
H23 19.0776 18.4396 -8.4748
H24 19.4570 19.8092 -9.4893
H25 19.1661 18.0248 -11.0015
H26 21.1482 16.4110 -9.2914
H27 20.1929 15.8433 -10.6542
H28 19.3362 16.1569 -9.1094
H29 21.3358 19.1669 -11.1849
H30 22.0087 18.0006 -10.4619
C14 23.6050 -1.2949 -17.9374
O3 24.0032 -0.0399 -17.9385
C15 25.4217 0.0651 -18.1432
C16 26.3385 -0.4071 -17.0038
C17 25.9759 0.0140 -15.5195
N3 27.7227 -0.0928 -17.2689
H31 24.0283 -1.9826 -17.2053
H32 23.6719 -1.7592 -18.9213
H33 22.5626 -1.3146 -17.6195
H34 25.7677 -0.2130 -19.1388
H35 25.5982 1.1402 -18.1785
H36 26.5125 -1.4830 -17.0219
H37 25.0278 -0.1606 -15.0110
H38 25.9668 1.0901 -15.3459
H39 26.7943 -0.3624 -14.9059
H40 28.3187 -0.6438 -16.6678
H41 27.9759 -0.1244 -18.2462
C18 20.3860 9.1486 -27.2951
O4 20.9221 8.3032 -28.3403
C19 20.4725 6.9667 -27.9939
C20 21.1287 6.0482 -29.1007
C21 20.4851 4.6890 -29.3003
N4 22.5335 5.8877 -28.7680
H42 20.7208 10.0975 -27.7143
H43 20.7146 9.1053 -26.2568
H44 19.2995 9.2245 -27.3381
H45 20.9325 6.6492 -27.0581
H46 19.3837 6.9222 -28.0211
H47 21.0893 6.6170 -30.0296
H48 20.2053 4.3720 -28.2957
H49 21.1862 4.0591 -29.8479
H50 19.5589 4.7466 -29.8721
H51 22.9454 6.6600 -28.2640
H52 22.6405 5.0670 -28.1892
C22 27.2558 19.4373 -10.5625
O5 26.8993 18.5533 -11.5721
C23 27.9690 18.1058 -12.3902
C24 27.6301 17.0909 -13.4928
C25 27.1710 15.7531 -12.9351
N5 28.6603 16.8516 -14.5103
H53 27.7557 18.8986 -9.7575
H54 26.3750 19.8275 -10.0525
H55 27.9203 20.2406 -10.8808
H56 28.2949 19.0498 -12.8270
H57 28.7938 17.8372 -11.7302
H58 26.8095 17.4570 -14.1097
H59 26.2512 15.8337 -12.3558
H60 27.9586 15.2975 -12.3348
H61 26.8816 15.0686 -13.7325
H62 28.1156 16.2703 -15.1312
H63 28.7787 17.7337 -14.9878
C26 13.3786 8.3631 -27.2449
O6 13.5371 7.0254 -27.0234
C27 12.7202 6.5134 -26.0606
C28 12.7424 7.0525 -24.6368
C29 14.1711 6.9070 -23.9378
N6 11.7433 6.3704 -23.8201
H64 12.3842 8.6675 -27.5714
H65 14.0086 8.6221 -28.0959
H66 13.5416 8.9359 -26.3320
H67 11.6693 6.6298 -26.3254
H68 12.9144 5.4410 -26.0431
H69 12.4732 8.1011 -24.5107
H70 14.9848 7.0707 -24.6444
H71 14.3868 5.9304 -23.5043
H72 14.3748 7.5901 -23.1132
H73 12.0727 5.5845 -23.2779
H74 10.9767 6.0267 -24.3806
C30 26.8974 10.7334 -24.1799
O7 27.4377 11.0139 -25.5173
C31 27.1108 10.0877 -26.4754
C32 27.9527 10.1431 -27.7267
C33 27.6319 11.3881 -28.5803
N7 27.6985 9.0234 -28.6690
H75 27.3626 11.4297 -23.4821
H76 27.0347 9.7237 -23.7929
H77 25.8166 10.8392 -24.2739
H78 27.5326 9.1986 -26.0066
H79 26.0326 10.0323 -26.6255
H80 28.9904 10.1663 -27.3941
H81 27.7320 12.3636 -28.1043
H82 26.7447 11.2990 -29.2073
H83 28.4432 11.4945 -29.3003
H84 26.7523 8.9074 -29.0026
H85 28.0743 9.2267 -29.5842
C34 30.5858 3.0359 -12.7101
O8 31.2488 3.4237 -13.9262
C35 32.5747 2.8030 -14.0174
C36 33.5208 3.4438 -15.0249
N8 33.3642 3.0558 -16.3847
C37 34.1023 3.8852 -17.3199
C38 33.9661 3.2553 -18.7611
O9 32.6456 3.3173 -19.2526
C39 31.9757 4.5266 -19.6113
H86 31.0075 3.4949 -11.8160
H87 30.5250 1.9855 -12.4253
H88 29.5284 3.2931 -12.7718
H89 32.6036 1.7134 -14.0276
H90 33.1544 3.1370 -13.1570
H91 34.5199 3.1432 -14.7096
H92 33.4042 4.5150 -14.8605
H93 32.3715 3.0916 -16.5676
H94 35.1470 3.8712 -17.0092
H95 33.6459 4.8628 -17.1645
H96 34.2872 2.2143 -18.7982
H97 34.6431 3.8922 -19.3304
H98 32.6384 5.3349 -19.3024
H99 30.9546 4.5682 -19.2323
H100 31.7670 4.4981 -20.6808
C40 24.3530 7.7794 -15.9708
O10 23.2582 8.0936 -16.7777
C41 22.6115 7.0743 -17.4683
C42 21.1936 7.6256 -17.7700
N9 21.1271 8.8386 -18.5876
C43 19.8466 9.3019 -18.8451
C44 18.7982 9.2827 -17.6899
O11 19.1445 10.2599 -16.6450
C45 18.2331 10.5798 -15.5592
H101 24.0684 7.1078 -15.1608
H102 24.7546 8.6419 -15.4389
H103 25.1775 7.4147 -16.5833
H104 22.6185 6.0696 -17.0456
H105 23.1346 6.9540 -18.4169
H106 20.7205 7.8400 -16.8118
H107 20.5617 6.8496 -18.2021
H108 21.6617 9.5578 -18.1216
H109 19.4322 8.8463 -19.7445
H110 19.9648 10.3387 -19.1600
H111 18.4591 8.2995 -17.3638
H112 17.8332 9.6647 -18.0231
H113 18.7810 10.9839 -14.7080
H114 17.7325 9.7505 -15.0594
H115 17.3907 11.1887 -15.8874
C46 24.8650 2.5463 -25.2187
O12 25.9143 2.4755 -26.1402
C47 27.2050 2.2259 -25.7916
C48 28.1283 2.1908 -26.9681
N10 27.8555 1.0442 -27.8355
C49 28.5141 0.9186 -29.1330
C50 30.0175 0.5977 -28.8310
O13 30.7493 1.6765 -28.3225
C51 30.6420 2.9328 -28.9125
H116 25.1774 3.1373 -24.3577
H117 24.6576 1.5334 -24.8737
H118 23.9103 2.9288 -25.5796
H119 27.3575 1.2546 -25.3209
H120 27.4538 2.9717 -25.0368
H121 29.1902 2.1555 -26.7246
H122 27.9962 3.1516 -27.4654
H123 26.8835 1.1398 -28.0929
H124 28.3532 1.8075 -29.7430
H125 27.8777 0.1077 -29.4873
H126 30.4760 0.0214 -29.6346
H127 30.0237 -0.1948 -28.0826
H128 29.8154 3.5699 -28.5979
H129 30.5718 2.9536 -30.0000
H130 31.4608 3.5709 -28.5800
C52 8.3163 11.3903 -18.0744
O14 7.0378 11.1150 -17.8575
C53 6.7726 9.6797 -17.8881
C54 5.3728 9.2184 -18.1594
N11 4.3789 9.5898 -17.0785
C55 4.5909 8.6323 -15.9636
C56 3.7447 9.0097 -14.7288
O15 4.1385 10.3820 -14.2786
C57 3.1383 11.0364 -13.4668
H131 8.4039 11.5233 -19.1527
H132 9.0043 10.6413 -17.6822
H133 8.5205 12.4244 -17.7970
H134 7.0900 9.2418 -16.9418
H135 7.4053 9.2700 -18.6754
H136 5.4913 8.1428 -18.2904
H137 4.9844 9.6499 -19.0820
H138 4.6945 10.4620 -16.6786
H139 5.5222 8.6879 -15.4002
H140 4.4685 7.6069 -16.3124
H141 3.9373 8.4206 -13.8322
H142 2.6856 9.0450 -14.9841
H143 2.2476 11.1387 -14.0867
H144 3.5422 11.9539 -13.0389
H145 2.9630 10.3426 -12.6446

## Properties
LUMO energy ... 0.448 eV
Kohn-Sham gap ... 8.4 eV
Electronic energy ... -3988.93366 hartree
Relative energy (zero: lowest compared OMol25 entry of this formula, charge and spin) ... 122.38 kcal per mole
SMILES string ... CC1(C)CCCC(C)(C)N1O.COC[C@H](C)N.COC[C@H](C)N.COC[C@H](C)N.COC[C@H](C)N.COC[C@H](C)N.COC[C@H](C)N.COCCNCCOC.COCCNCCOC.COCCNCCOC.COCCNCCOC

***

# 4
DFT (ωB97M-V with the def2-TZVPD basis set) results for 3 unconnected molecules or ions with the total composition C4H13NO3.

Cartesian coordinates (Å):
C1 -1.4916 -1.3744 -1.0452
C2 -0.7249 -0.3732 -0.1543
N1 -0.8188 0.9441 -0.5812
C3 -1.6569 1.3910 -1.6597
C4 -0.4174 1.9144 0.4770
O1 -0.1583 -0.7434 0.8557
H1 -1.2014 -2.4072 -0.9177
H2 -2.4646 -1.7418 -0.6054
H3 -1.6519 -0.8622 -1.9800
H4 -1.2385 2.3810 -1.9850
H5 -2.7268 1.5180 -1.4505
H6 -1.5226 0.9069 -2.6584
H7 0.3152 2.6039 0.0840
H8 -1.3746 2.3756 0.8452
H9 -0.1376 1.2671 1.3407
H10 1.6572 -4.1893 0.6457
H11 1.1964 -2.7924 1.0094
O2 1.8240 -3.4794 1.2830
H12 4.8201 0.4681 2.1893
H13 3.5125 0.9787 1.8663
O3 4.2603 1.2143 2.4413

## Properties
Spin multiplicity ... 2
Total charge ... -1
LUMO energy (spin up / spin down) ... 3.378 / 3.294 eV
Kohn-Sham gap (spin up / spin down) ... 2.4 / 9.4 eV
⟨S²⟩ ... 0.750
Electronic energy ... -440.60878 hartree
Relative energy (zero: lowest compared OMol25 entry of this formula, charge and spin) ... 39.59 kcal per mole

***

Question: Which formula does entry 2 have?
Answer: C7H9N3O2